Record 1
DFT (ωB97M-V/def2-TZVPD) results for a 2-piece molecular cluster, CH4ClN2O overall.

ORCA input file:
```
! RIJCOSX wB97M-V def2-TZVPD def2/J DEFGRID3
* xyz 1 1
C -0.353 0.456 -1.007
N 0.240 -0.347 1.681
N -0.150 -0.727 -0.331
O -0.334 -1.842 -0.584
Cl 0.885 1.144 1.859
H -0.698 0.306 -2.038
H 0.571 1.052 -0.987
H -1.082 1.055 -0.440
H 0.920 -1.096 1.847
*
```

For the HOMO-LUMO gap (alpha / beta), the calculation gives 0.3030 / 0.3045 hartree.

=====

Record 2
DFT (ωB97M-V/def2-TZVPD) results for C49H46As2B2CrN7O5S3 as an isolated structure.

ORCA input file:
```
! RIJCOSX wB97M-V def2-TZVPD def2/J DEFGRID3
* xyz -1 5
Cr -0.089 1.000 0.031
C -4.623 1.240 2.025
N -4.197 2.548 1.588
C -3.957 3.623 2.431
C -3.564 4.641 1.647
N -3.543 4.201 0.336
B -3.289 5.172 -0.847
N -2.457 4.506 -2.001
C -2.757 4.710 -3.327
C -1.811 4.110 -4.078
N -0.918 3.535 -3.192
C 0.332 2.914 -3.576
C -1.324 3.792 -1.922
S -0.431 3.409 -0.492
C -3.947 2.911 0.297
S -4.184 1.919 -1.068
H -5.089 1.333 3.004
H -3.778 0.554 2.092
H -5.337 0.836 1.313
H -4.097 3.555 3.497
H -3.270 5.647 1.900
H -4.362 5.507 -1.305
H -2.635 6.110 -0.438
H -3.634 5.259 -3.623
H -1.689 4.029 -5.145
H 0.252 2.581 -4.608
H 0.552 2.078 -2.926
H 1.156 3.625 -3.492
C -0.617 -2.410 1.761
C -1.861 -2.759 0.921
As -2.597 -1.087 0.093
C -2.180 -1.426 -1.802
C -1.550 -0.438 -2.557
C -1.239 -0.641 -3.896
C -1.577 -1.841 -4.505
C -2.236 -2.824 -3.775
C -2.535 -2.616 -2.435
C -4.470 -1.657 -0.038
C -5.109 -2.204 1.071
C -6.478 -2.445 1.060
C -7.230 -2.115 -0.058
C -6.608 -1.541 -1.160
C -5.240 -1.311 -1.147
As 0.679 -1.526 0.566
C 0.952 -3.163 -0.494
C 0.839 -3.202 -1.877
C 1.001 -4.396 -2.573
C 1.283 -5.566 -1.890
C 1.411 -5.539 -0.504
C 1.248 -4.347 0.184
C 2.456 -1.452 1.406
C 2.751 -0.397 2.271
C 4.047 -0.206 2.736
C 5.074 -1.040 2.313
C 4.805 -2.073 1.427
C 3.505 -2.275 0.983
H -0.179 -3.293 2.216
H -0.891 -1.725 2.552
H -2.623 -3.189 1.567
H -1.626 -3.493 0.154
H -1.348 0.527 -2.106
H -0.733 0.134 -4.462
H -1.333 -2.009 -5.548
H -2.513 -3.758 -4.251
H -3.057 -3.382 -1.874
H -4.538 -2.438 1.962
H -6.958 -2.878 1.930
H -8.300 -2.292 -0.067
H -7.193 -1.253 -2.025
H -4.766 -0.840 -1.999
H 0.614 -2.302 -2.432
H 0.900 -4.404 -3.652
H 1.413 -6.497 -2.430
H 1.644 -6.446 0.040
H 1.386 -4.337 1.257
H 1.969 0.280 2.580
H 4.254 0.612 3.416
H 6.089 -0.871 2.657
H 5.601 -2.698 1.031
H 3.333 -3.072 0.277
O -0.321 0.463 3.089
B -0.535 1.405 2.032
O -0.926 2.610 2.658
C -0.951 2.407 4.006
C -1.262 3.291 5.015
C -1.194 2.809 6.323
C -0.827 1.495 6.592
C -0.514 0.607 5.560
C -0.582 1.098 4.277
H -1.540 4.315 4.793
H -1.427 3.474 7.146
H -0.776 1.153 7.618
H -0.228 -0.420 5.754
O 6.913 -3.512 -0.509
S 8.059 -2.869 -1.132
O 8.108 -2.966 -2.580
O 9.316 -3.074 -0.449
C 7.683 -1.097 -0.924
N 8.668 -0.227 -0.685
C 8.304 1.046 -0.575
C 6.991 1.472 -0.698
C 6.047 0.490 -0.948
N 6.397 -0.782 -1.063
C 4.592 0.751 -1.065
C 3.764 -0.211 -1.632
C 2.406 -0.001 -1.661
N 1.800 1.073 -1.134
C 2.608 2.021 -0.644
C 3.983 1.904 -0.598
H 9.103 1.754 -0.371
H 6.734 2.520 -0.612
H 4.203 -1.118 -2.032
H 1.749 -0.726 -2.124
H 2.113 2.908 -0.270
H 4.561 2.707 -0.155
*
```

For the HOMO-LUMO gap (alpha / beta), the calculation gives 0.2362 / 0.2338 hartree.

=====

Record 3
DFT (ωB97M-V/def2-TZVPD) results for C31H22N5O2Re as an isolated structure.

ORCA input file:
```
! RIJCOSX wB97M-V def2-TZVPD def2/J DEFGRID3
* xyz 1 2
Re 0.226 -1.269 -0.211
O 0.162 -4.273 2.551
C -0.062 -3.355 1.806
N 0.859 -2.505 1.218
C 2.232 -2.451 1.593
C 2.844 -3.137 2.631
C 4.199 -2.938 2.855
C 4.932 -2.070 2.062
C 4.331 -1.376 1.021
C 2.977 -1.573 0.784
N 2.215 -0.996 -0.257
C 2.764 -0.360 -1.345
O 3.847 0.162 -1.444
C 1.832 -0.456 -2.532
C 2.153 0.014 -3.784
C 1.274 -0.235 -4.828
C 0.120 -0.961 -4.587
C -0.148 -1.389 -3.298
N 0.691 -1.127 -2.290
C -1.490 -2.989 1.453
C -2.550 -3.602 2.083
C -3.832 -3.133 1.832
C -4.001 -2.058 0.971
C -2.893 -1.507 0.357
N -1.659 -1.978 0.580
H 2.283 -3.822 3.244
H 4.682 -3.474 3.661
H 5.987 -1.925 2.255
H 4.894 -0.691 0.408
H 3.085 0.548 -3.912
H 1.496 0.122 -5.826
H -0.575 -1.195 -5.381
H -1.036 -1.952 -3.045
H -2.345 -4.414 2.767
H -4.686 -3.589 2.315
H -4.980 -1.646 0.768
H -2.978 -0.681 -0.339
N -0.316 0.462 -0.335
C -0.713 1.650 -0.087
C -1.980 2.119 -0.690
C -2.815 2.987 0.013
C -4.036 3.362 -0.528
C -4.426 2.888 -1.772
C -3.594 2.027 -2.480
C -2.380 1.640 -1.939
C 0.097 2.518 0.797
C 0.158 3.893 0.572
C 0.981 4.687 1.354
C 1.737 4.118 2.370
C 1.676 2.749 2.601
C 0.868 1.950 1.812
H -2.518 3.352 0.987
H -4.684 4.027 0.026
H -5.374 3.193 -2.195
H -3.891 1.667 -3.457
H -1.722 0.978 -2.487
H -0.424 4.339 -0.224
H 1.035 5.751 1.168
H 2.376 4.741 2.981
H 2.265 2.304 3.392
H 0.830 0.881 1.983
*
```

For the HOMO-LUMO gap (alpha / beta), the calculation gives 0.2391 / 0.2207 hartree.

=====

Record 4
DFT (ωB97M-V/def2-TZVPD) results for a 2-piece molecular cluster, C2H8NOS overall.

ORCA input file:
```
! RIJCOSX wB97M-V def2-TZVPD def2/J DEFGRID3
* xyz -1 1
C 0.771 -0.537 0.073
C 0.093 -0.404 1.382
S 0.608 1.101 2.437
N 2.060 0.145 -0.280
H 0.028 -0.599 -0.807
H 0.940 -1.701 0.110
H 0.285 -1.293 2.015
H -1.016 -0.467 1.279
H 2.843 -0.292 0.059
H 1.934 1.107 0.046
H -3.035 1.561 -2.496
H -2.397 0.449 -1.970
O -3.113 0.931 -1.849
*
```

For the HOMO-LUMO gap, the calculation gives 0.2094 hartree.

=====

Across the entries above, ΔE to the lowest compared entry with this formula, charge and spin takes the values 123.6, 10.3, 10.1, 43.4 kcal per mole, respectively.
Across the entries above, largest force on an atom takes the values 0.0791, 0.0290, 0.0164, 0.1290 hartree/bohr, respectively.
Across the entries above, electronic energy takes the values -18638.3706, -256191.0483, -46175.9348, -16575.9450 eV, respectively.